Molecular formula: C22H37ClN13O2S
Method: DFT, wB97M-V/def2-TZVPD

Geometry as XYZ:
```
76
Properties=species:S:1:pos:R:3
N -0.037 0.072 0.988
C -0.020 0.885 -0.103
N 0.881 1.881 -0.172
Cl 0.232 3.469 -0.212
N -0.840 0.707 -1.196
C -2.209 0.255 -0.836
S -3.016 1.288 0.408
O -4.270 1.757 -0.083
O -3.066 0.530 1.621
H -0.662 0.214 1.774
H 0.634 -0.678 1.071
H 1.591 1.824 0.590
H -0.436 -0.051 -1.759
H -2.844 0.180 -1.710
H -2.159 -0.741 -0.398
H -2.176 2.350 0.565
C -3.218 -1.366 5.043
C -1.980 -1.589 4.322
N -1.001 -1.766 3.751
H -4.024 -1.969 4.631
H -3.114 -1.630 6.086
H -3.519 -0.319 4.985
C 2.679 4.012 3.619
C 2.461 2.796 2.860
N 2.292 1.820 2.278
H 2.638 3.811 4.688
H 3.654 4.439 3.391
H 1.919 4.756 3.385
C 2.618 0.155 -3.505
C 2.089 -0.843 -2.592
N 1.674 -1.633 -1.867
H 1.942 0.324 -4.341
H 2.772 1.109 -3.003
H 3.575 -0.158 -3.920
C 6.271 -2.091 -5.923
C 5.442 -0.902 -5.845
N 4.785 0.040 -5.813
H 5.823 -2.825 -6.591
H 7.259 -1.846 -6.309
H 6.395 -2.547 -4.941
C 5.045 0.616 -9.399
C 5.069 -0.838 -9.374
N 5.089 -1.984 -9.336
H 5.626 1.025 -8.574
H 5.463 0.994 -10.330
H 4.027 0.987 -9.309
C 4.916 -2.614 -0.722
C 5.790 -2.980 -1.824
N 6.467 -3.269 -2.702
H 4.825 -1.531 -0.648
H 3.917 -3.022 -0.866
H 5.296 -2.982 0.229
C -1.290 -5.569 6.476
C -2.280 -4.518 6.642
N -3.060 -3.687 6.774
H -0.315 -5.247 6.829
H -1.564 -6.461 7.032
H -1.189 -5.845 5.427
C -7.143 3.293 -0.646
C -8.036 4.358 -1.074
N -8.729 5.207 -1.411
H -7.160 2.461 -1.347
H -6.117 3.648 -0.578
H -7.428 2.910 0.332
C -7.427 6.838 -3.988
C -6.588 7.638 -4.867
N -5.926 8.268 -5.560
H -7.392 7.207 -2.965
H -8.467 6.857 -4.309
H -7.102 5.800 -3.978
C 0.814 -5.191 10.179
C 0.695 -6.260 9.199
N 0.602 -7.106 8.431
H 0.590 -5.557 11.179
H 1.824 -4.784 10.187
H 0.123 -4.380 9.954
```

Values from the calculation:
Lowest unoccupied orbital energy = -5.88 eV
HOMO-LUMO gap = 6.881 eV
E_tot = -70225.166 eV
Net charge = +1
HOMO level = -12.76 eV



Molecular formula: C22H37F3N3O8S
Method: DFT, wB97M-V/def2-TZVPD

Geometry as XYZ:
```
74
Properties=species:S:1:pos:R:3
C -2.583 2.395 1.073
N -3.740 1.624 0.518
C -3.716 0.184 0.990
C -2.244 -0.423 1.005
C -1.545 -0.473 -0.372
S -2.244 0.069 -1.993
C -1.919 -1.148 -3.391
O -1.782 1.473 -2.349
O -3.764 0.172 -2.022
C -0.113 -1.059 -0.201
C 0.921 -1.208 -1.392
C 1.481 0.124 -2.061
O 0.798 0.522 -3.286
C 1.642 1.402 -1.140
F 2.671 1.285 -0.156
F 2.119 2.443 -1.998
F 0.472 1.915 -0.567
C 0.245 -1.503 1.198
C 1.687 -2.201 1.441
C 2.865 -1.125 1.698
C 3.818 -1.713 2.868
O 4.756 -2.679 2.294
N -0.470 -1.426 2.376
N -1.655 -0.864 2.178
C -2.385 -0.738 3.507
C -3.183 -2.105 3.773
C -4.705 -2.094 3.331
O -5.004 -2.769 2.307
O -5.699 -1.351 4.000
H -2.263 2.069 2.121
H -1.737 2.320 0.314
H -2.887 3.506 1.085
H -4.586 2.012 0.977
H -4.292 0.170 1.962
H -4.319 -0.491 0.273
H -1.230 -0.717 -4.185
H -2.899 -1.413 -3.937
H -1.549 -2.155 -2.966
H 0.388 -1.802 -2.226
H 1.836 -1.865 -1.158
H 2.549 -0.121 -2.431
H 0.982 -0.251 -3.879
H 1.674 -2.859 2.389
H 1.935 -2.952 0.601
H 2.386 -0.182 2.114
H 3.516 -0.958 0.778
H 3.214 -2.180 3.724
H 4.403 -0.839 3.335
H 4.236 -3.227 1.670
H -3.009 0.206 3.583
H -1.638 -0.658 4.381
H -3.176 -2.254 4.918
H -2.621 -3.018 3.360
H -6.401 -1.233 3.309
C 0.130 6.226 3.039
C -0.023 4.732 3.134
O -1.066 4.225 3.504
C 1.165 3.888 2.754
H -0.802 6.705 3.343
H 0.929 6.561 3.705
H 0.352 6.512 2.009
H 2.010 4.119 3.407
H 1.433 4.071 1.711
H 0.911 2.832 2.871
C 4.655 -2.046 -6.149
C 3.229 -1.770 -5.761
O 2.943 -1.369 -4.644
C 2.169 -2.006 -6.802
H 5.309 -1.833 -5.301
H 4.768 -3.097 -6.422
H 4.943 -1.405 -6.984
H 2.172 -3.055 -7.104
H 2.347 -1.363 -7.666
H 1.189 -1.765 -6.384
```

Values from the calculation:
Lowest unoccupied orbital energy = -5.11 eV
HOMO-LUMO gap = 6.554 eV
E_tot = -63237.947 eV
Net charge = +1
HOMO level = -11.67 eV



Molecular formula: C22H37IrN4OS2SbSe4
Method: DFT, wB97M-V/def2-TZVPD

Geometry as XYZ:
```
72
Properties=species:S:1:pos:R:3
Ir 2.119 -1.970 0.249
Se 3.283 -5.419 3.300
Sb 5.309 -3.972 2.918
Se 5.016 -3.801 0.433
Se 3.687 -0.360 0.756
Se 7.355 -5.443 3.062
N 1.329 -4.078 0.398
C 0.530 -4.589 -0.719
C 1.376 -4.726 -1.986
C 1.828 -3.398 -2.592
N 2.782 -2.677 -1.742
H 2.180 -4.643 0.485
H 0.825 -4.213 1.274
H -0.305 -3.899 -0.895
H 0.107 -5.574 -0.476
H 0.770 -5.242 -2.734
H 2.255 -5.343 -1.772
H 0.955 -2.757 -2.746
H 2.276 -3.610 -3.572
H 3.109 -1.856 -2.249
H 3.604 -3.264 -1.574
C -2.845 2.394 6.606
C -4.267 2.584 6.167
O -5.056 3.319 6.689
S -4.845 1.613 4.774
C -3.379 0.830 4.109
C -2.385 1.609 3.526
C -1.273 1.001 2.985
C -1.148 -0.394 2.981
C -2.157 -1.165 3.562
C -3.264 -0.555 4.120
C -0.040 -0.972 2.324
C 0.901 -1.397 1.683
H -2.783 2.672 7.656
H -2.185 3.055 6.044
H -2.515 1.367 6.467
H -2.488 2.687 3.500
H -0.479 1.595 2.558
H -2.060 -2.241 3.587
H -4.050 -1.152 4.559
C 2.268 2.239 -5.015
C 2.328 3.244 -3.871
C 3.045 2.678 -2.644
C 2.351 1.479 -2.013
N 1.125 1.872 -1.357
C 0.142 1.032 -1.032
S 0.207 -0.595 -1.489
N -0.930 1.521 -0.397
C -2.190 0.816 -0.333
C -2.963 0.856 -1.659
C -3.622 2.198 -1.989
C -2.662 3.247 -2.540
H 1.949 2.722 -5.934
H 1.568 1.439 -4.788
H 3.249 1.801 -5.183
H 1.313 3.547 -3.605
H 2.861 4.140 -4.198
H 3.153 3.456 -1.885
H 4.050 2.370 -2.937
H 3.034 1.021 -1.283
H 2.104 0.722 -2.761
H 1.078 2.832 -1.040
H -0.951 2.511 -0.196
H -2.779 1.259 0.471
H -1.979 -0.225 -0.075
H -3.746 0.100 -1.592
H -2.291 0.564 -2.471
H -4.123 2.586 -1.098
H -4.390 2.017 -2.743
H -2.010 3.639 -1.763
H -3.215 4.082 -2.968
H -2.043 2.813 -3.323
```

Values from the calculation:
Lowest unoccupied orbital energy (alpha / beta) = 0.09 / -1.96 eV
Energy relative to the best compared isomer or geometry (same formula, charge and spin) = 105.74 kJ/mol
Multiplicity = 6
HOMO-LUMO gap (alpha / beta) = 7.614 / 5.236 eV
E_tot = -323853.336 eV
Net charge = 0
HOMO level (alpha / beta) = -7.52 / -7.19 eV
Expectation value of S² = 8.788